Molecular formula: C4H7NO3
Method: DFT, ωB97M-V with the def2-TZVPD basis set

Element x y z (Å)
C 2.084409 -1.202757 0.005811
C 0.578503 0.469691 0.034281
C -0.000959 1.807049 -0.001900
C -2.529438 -0.706916 -0.105483
H 2.160879 -1.576015 1.256447
H 1.094237 -2.140922 -0.399781
H 3.358758 -0.986121 -0.704022
H -0.664509 2.005186 0.988570
H -0.521228 2.141240 -0.901807
H 0.636634 2.669455 -0.012827
H -2.409237 -1.859490 -0.166972
N -0.270033 -0.550211 0.117259
O 1.760872 0.101043 -0.156854
O -1.551643 0.072497 0.120264
O -3.727246 -0.243724 -0.072990

Atoms 1-6, force components in eV/Å:
2.4 -4.8 0.2
-6.1 -2.5 -0.4
-0.7 3.3 2.2
-7.3 -1.4 0.7
0.1 1.5 -3.8
3.6 3.3 0.5

Values from the calculation:
**Energy above the lowest of the compared OMol25 structures with the same formula, charge and spin**: 189.0 kcal/mol
**Electronic energy**: -11887.0821 eV
**Spin multiplicity**: 1
**E_HOMO**: -9.7 eV